This record from the Open Molecules 2025 dataset describes one molecule with the formula C5H8O2 at a distorted geometry. The level of theory is ωB97M-V/def2-TZVPD.

```
15
Properties=species:S:1:pos:R:3:forces:R:3
O 1.83144 0.91918 -1.12407 -0.500 -0.354 0.053
C 0.96621 0.12271 -0.85845 0.506 0.157 0.044
C 0.57508 -1.25908 -1.40204 0.038 0.004 -0.135
C -0.75350 -1.13497 -0.60057 -0.030 -0.031 0.231
C -0.17066 0.11506 0.12868 0.538 -0.311 1.658
C -0.80255 1.35516 0.69451 0.200 0.354 1.170
O -0.36503 1.25234 2.13235 -1.021 1.310 -0.070
H 0.49567 -1.32827 -2.49172 0.008 0.050 0.182
H 1.24067 -2.05498 -1.05080 -0.073 0.180 -0.008
H -0.98391 -1.97753 0.05727 0.023 0.159 -0.134
H -1.61309 -0.96511 -1.25959 0.173 0.211 0.224
H 0.20014 0.00211 1.28438 0.189 -1.848 -2.841
H -0.40590 2.28541 0.28146 -0.163 -0.115 -0.101
H -1.89420 1.35920 0.72348 0.202 0.019 -0.087
H 0.44235 1.75927 2.27152 -0.093 0.213 -0.186
```
Forces are in eV/Å.

Results
* LUMO energy: 0.81 eV
* E: -345.71409 hartree
* maximum force: 0.066 hartree/bohr
* total charge: 0
* Kohn-Sham gap: 10.2 eV
* spin multiplicity: 1



This record from the Open Molecules 2025 dataset describes C23H35N9O5RbS2 as an isolated structure. The level of theory is ωB97M-V/def2-TZVPD.

```
75
Properties=species:S:1:pos:R:3:forces:R:3
Rb -1.20964 -0.76570 -0.09999 -0.040 -0.782 0.451
C -0.16891 0.69405 4.25472 0.003 -0.026 0.031
C -0.66594 -0.51133 3.50558 0.078 -0.046 0.080
N -1.79546 -0.56759 2.91308 -0.087 0.155 -0.191
N -2.53244 0.58377 2.87910 0.001 -0.126 -0.186
C -3.68374 0.60489 2.12033 0.114 -0.124 0.161
N -4.02156 1.85415 1.75737 0.159 0.137 -0.005
S -4.59254 -0.73738 1.73183 0.024 0.034 0.027
C 0.20101 -1.72319 3.35107 -0.057 -0.003 0.019
C 1.55610 -1.67115 3.67427 -0.032 -0.041 0.035
C 2.36352 -2.75923 3.38656 -0.011 0.011 0.001
C 1.79464 -3.87732 2.80745 0.011 -0.017 0.004
C 0.43015 -3.85134 2.55167 -0.084 -0.020 0.051
N -0.35469 -2.81571 2.81208 0.138 0.086 -0.066
H 0.26893 1.44577 3.59048 -0.015 0.002 -0.012
H 0.56990 0.41751 5.00353 0.004 -0.001 0.009
H -1.00353 1.17558 4.76664 0.008 -0.001 -0.016
H -2.01720 1.47149 2.88659 0.052 0.102 0.036
H -3.28154 2.56015 1.72355 -0.067 -0.020 0.043
H -4.81819 1.92467 1.15174 -0.008 0.043 -0.064
H 1.98790 -0.77772 4.10069 -0.007 -0.008 -0.001
H 3.42558 -2.71742 3.59044 0.002 -0.007 0.003
H 2.38479 -4.74533 2.54497 -0.001 0.019 0.006
H -0.05877 -4.71492 2.10907 0.003 0.035 0.000
O -0.89337 5.56425 -2.75703 0.001 0.037 0.036
C -0.89507 4.38276 -2.07685 0.024 0.032 0.018
C -1.14400 3.17090 -2.69872 -0.010 -0.045 0.015
C -1.10330 2.01747 -1.93009 -0.053 0.016 -0.061
N -0.85466 2.01973 -0.61355 -0.076 0.407 -0.066
C -0.64649 3.20728 -0.02748 0.123 0.029 -0.005
C -0.63631 4.41052 -0.71659 -0.002 -0.032 0.022
C -0.37818 3.21305 1.47186 -0.010 0.013 0.151
O 0.80227 3.36864 1.82312 -0.094 -0.088 -0.035
O -1.39347 3.07368 2.21461 -0.017 -0.132 -0.153
C -1.37283 0.65494 -2.56984 -0.081 0.106 -0.087
O -2.57655 0.37750 -2.71920 0.051 -0.015 -0.045
O -0.36703 -0.06242 -2.78568 0.017 0.136 -0.077
H -1.10656 5.38605 -3.67745 -0.015 -0.009 -0.074
H -1.37203 3.10882 -3.75730 -0.002 0.004 0.009
H -0.43687 5.34381 -0.20731 0.004 -0.025 -0.009
N -0.14827 -3.41377 -1.24950 -0.004 0.042 -0.055
C -0.60992 -3.44476 -2.64288 0.028 0.020 0.049
C -2.04513 -3.95062 -2.77693 -0.015 -0.060 -0.011
C -3.15522 -2.94306 -2.48480 -0.028 0.018 0.023
N -3.34761 -2.70679 -1.05100 0.019 0.087 -0.125
H 0.80424 -3.06204 -1.19867 -0.003 0.032 -0.030
H -0.14399 -4.35037 -0.86306 -0.017 -0.005 0.038
H 0.03528 -4.07360 -3.27391 0.005 -0.011 0.001
H -0.54878 -2.42567 -3.03347 -0.001 -0.009 0.010
H -2.18082 -4.84512 -2.15196 0.003 0.020 0.004
H -2.17780 -4.29045 -3.80954 0.001 0.024 0.002
H -4.07432 -3.29789 -2.97413 -0.012 -0.009 0.003
H -2.90338 -1.98292 -2.94090 0.008 -0.003 0.004
H -3.76231 -3.51356 -0.60138 0.060 -0.027 0.066
H -3.98558 -1.93231 -0.89598 -0.009 -0.013 -0.030
C 2.99001 -0.27925 -3.02431 -0.061 0.019 0.081
N 2.87709 0.65882 -1.91574 -0.039 0.002 0.175
C 2.16487 1.87938 -2.30313 0.183 -0.003 0.062
C 2.88074 0.20347 -0.63078 0.109 0.004 -0.076
S 2.79133 -1.44736 -0.25861 -0.028 -0.071 -0.081
N 3.00110 1.12258 0.35760 -0.090 0.038 -0.078
C 2.74568 0.76945 1.74235 0.036 0.007 -0.128
C 3.69781 2.39203 0.21169 -0.134 0.031 -0.032
H 3.33620 0.27969 -3.89742 -0.007 -0.010 0.036
H 2.01879 -0.72716 -3.24900 -0.001 0.001 0.006
H 3.70436 -1.05874 -2.78371 0.037 -0.041 0.014
H 1.36084 1.58914 -2.97752 -0.014 0.012 -0.005
H 2.83625 2.58281 -2.80532 0.005 -0.004 0.020
H 1.71877 2.36123 -1.44048 -0.006 0.030 0.106
H 2.07518 -0.08176 1.77573 -0.011 0.059 0.015
H 2.29437 1.62936 2.23389 -0.002 0.078 0.009
H 3.67887 0.48869 2.24780 -0.030 -0.035 -0.007
H 4.15229 2.47213 -0.76927 0.001 -0.028 -0.105
H 4.49272 2.43233 0.96292 0.000 -0.009 -0.012
H 3.02242 3.23237 0.38610 -0.033 -0.025 -0.005
```
Forces are in eV/Å.

Results
* LUMO energy: 2.19 eV
* E: -2587.09128 hartree
* maximum force: 0.018 hartree/bohr
* total charge: -1
* Kohn-Sham gap: 7.7 eV
* spin multiplicity: 1



This record from the Open Molecules 2025 dataset describes C6H8KN2O8S2 as an isolated structure at a distorted geometry. The level of theory is ωB97M-V/def2-TZVPD.

```
27
Properties=species:S:1:pos:R:3:forces:R:3
K 16.40468 7.63513 -6.52541 -0.821 -0.312 -0.217
S 12.44467 7.61722 -10.37913 -1.148 -0.128 3.121
O 13.36906 8.77854 -10.28186 0.171 -0.063 -0.616
O 11.16421 7.83068 -9.71046 -2.394 2.578 0.613
O 12.12141 7.17219 -11.69836 0.774 -0.336 -3.767
O 12.87459 6.50446 -9.52697 3.124 -1.746 0.402
S 12.22138 4.59353 -3.76833 -1.834 2.229 -0.370
O 11.39992 4.51213 -2.54778 0.441 -0.611 1.629
O 13.66061 4.46117 -3.56104 1.743 -0.250 0.977
O 11.74306 3.68622 -4.75792 -0.647 -4.489 -1.965
O 11.87725 5.85701 -4.42546 0.726 3.063 0.142
C 23.25201 10.09974 -7.02516 0.588 -0.692 0.884
C 22.17630 9.92609 -6.04240 -1.350 0.069 0.197
N 21.33591 9.73350 -5.26812 1.083 0.296 -0.839
H 23.44229 11.11370 -7.37696 -0.433 -0.106 0.076
H 23.20404 9.36888 -7.83240 -0.419 0.239 -0.102
H 24.10878 9.77851 -6.43282 0.509 0.194 -0.200
N 18.43860 3.32630 -6.83264 0.407 -0.619 -0.304
C 18.26190 3.47930 -8.19734 0.385 0.494 0.680
C 19.45089 3.93693 -8.67161 0.639 0.176 -1.135
C 20.42534 3.96914 -7.64373 -0.643 -0.454 0.031
C 19.77286 3.54840 -6.50733 -0.420 0.399 -0.099
H 17.75634 2.89555 -6.22512 0.096 0.227 0.012
H 17.35498 3.30988 -8.75876 -0.152 0.025 0.520
H 19.65000 4.25337 -9.68483 -0.153 -0.171 -0.068
H 21.46773 4.18321 -7.82813 -0.075 0.163 0.459
H 20.13021 3.50342 -5.48915 -0.197 -0.174 -0.060
```
Forces are in eV/Å.

Results
* LUMO energy: 4.13 eV
* E: -2340.92157 hartree
* maximum force: 0.096 hartree/bohr
* total charge: -3
* Kohn-Sham gap: 1.4 eV
* spin multiplicity: 1



This record from the Open Molecules 2025 dataset describes C16H10IIrNO2 as an isolated structure. The level of theory is ωB97M-V/def2-TZVPD.

```
31
Properties=species:S:1:pos:R:3:forces:R:3
Ir 0.37608 -1.89654 -1.23922 -0.142 -0.708 0.352
O 4.04560 -1.98162 0.24000 -0.002 -0.070 -0.068
C 2.87556 -2.10358 0.02952 -0.156 -0.117 0.196
O 2.30622 -2.33142 -1.14325 0.128 0.441 -0.255
C 1.85473 -2.03624 1.14363 0.092 0.109 -0.035
C 2.19400 -1.98958 2.47705 -0.035 -0.017 -0.028
C 1.17915 -1.91449 3.41834 -0.008 0.006 0.009
C -0.14175 -1.89973 2.99158 0.075 -0.024 0.025
C -0.41835 -1.94835 1.64130 -0.030 -0.069 -0.022
N 0.57061 -2.01672 0.73839 -0.074 0.206 -0.247
H 3.24299 -2.00682 2.73753 0.007 0.019 -0.002
H 1.41313 -1.86221 4.47296 -0.004 -0.022 -0.001
H -0.95902 -1.84853 3.69593 -0.011 0.003 -0.011
H -1.42894 -1.94704 1.26492 0.000 0.061 -0.029
I -2.23473 -1.85124 -1.59817 0.194 0.195 -0.038
C -2.23186 0.23138 -1.37605 -0.185 -0.092 0.034
C -3.40192 0.92649 -1.32363 0.007 0.043 -0.029
C -3.33929 2.33156 -1.21957 -0.005 -0.001 -0.014
C -2.12879 2.96327 -1.20788 0.038 -0.028 -0.015
C -0.91640 2.23430 -1.27435 0.029 0.005 0.008
C 0.34114 2.88652 -1.28634 -0.026 0.037 -0.015
C 1.49833 2.17092 -1.35741 -0.006 -0.012 -0.028
C 1.46480 0.75897 -1.38330 0.054 0.011 -0.052
C 0.27002 0.08292 -1.36414 -0.044 -0.039 0.270
C -0.95624 0.81769 -1.33007 0.118 0.053 -0.060
H -4.36022 0.42761 -1.37431 -0.001 0.000 0.007
H -4.25748 2.89989 -1.16928 -0.002 -0.005 0.000
H -2.07606 4.04308 -1.15311 -0.011 0.001 -0.001
H 0.36360 3.96828 -1.24902 0.006 -0.002 0.021
H 2.45433 2.67609 -1.37108 0.007 -0.012 -0.032
H 2.40075 0.21513 -1.43095 -0.015 0.028 0.058
```
Forces are in eV/Å.

Results
* LUMO energy: -4.75 eV
* E: -1222.73048 hartree
* maximum force: 0.016 hartree/bohr
* total charge: +1
* Kohn-Sham gap: 7.0 eV
* spin multiplicity: 1



This record from the Open Molecules 2025 dataset describes ClCuFZn as an isolated structure at a distorted geometry. The level of theory is ωB97M-V/def2-TZVPD.

```
4
Properties=species:S:1:pos:R:3:forces:R:3
Cu -2.65431 0.16813 -0.75059 1.929 -0.303 0.351
Zn 1.50455 -0.78958 -0.35062 -0.635 0.659 0.517
F -0.53922 -0.14096 -0.34318 -1.680 -0.072 -0.687
Cl 1.68898 0.76242 1.44439 0.386 -0.284 -0.181
```
Forces are in eV/Å.

Results
* LUMO energy (alpha / beta): -17.21 / -20.88 eV
* E: -3978.27213 hartree
* maximum force: 0.039 hartree/bohr
* total charge: +3
* Kohn-Sham gap (alpha / beta): 9.6 / 5.4 eV
* spin multiplicity: 3



Repeat the first record exactly.
This record from the Open Molecules 2025 dataset describes one molecule with the formula C5H8O2 at a distorted geometry. The level of theory is ωB97M-V/def2-TZVPD.

```
15
Properties=species:S:1:pos:R:3:forces:R:3
O 1.83144 0.91918 -1.12407 -0.500 -0.354 0.053
C 0.96621 0.12271 -0.85845 0.506 0.157 0.044
C 0.57508 -1.25908 -1.40204 0.038 0.004 -0.135
C -0.75350 -1.13497 -0.60057 -0.030 -0.031 0.231
C -0.17066 0.11506 0.12868 0.538 -0.311 1.658
C -0.80255 1.35516 0.69451 0.200 0.354 1.170
O -0.36503 1.25234 2.13235 -1.021 1.310 -0.070
H 0.49567 -1.32827 -2.49172 0.008 0.050 0.182
H 1.24067 -2.05498 -1.05080 -0.073 0.180 -0.008
H -0.98391 -1.97753 0.05727 0.023 0.159 -0.134
H -1.61309 -0.96511 -1.25959 0.173 0.211 0.224
H 0.20014 0.00211 1.28438 0.189 -1.848 -2.841
H -0.40590 2.28541 0.28146 -0.163 -0.115 -0.101
H -1.89420 1.35920 0.72348 0.202 0.019 -0.087
H 0.44235 1.75927 2.27152 -0.093 0.213 -0.186
```
Forces are in eV/Å.

Results
* LUMO energy: 0.81 eV
* E: -345.71409 hartree
* maximum force: 0.066 hartree/bohr
* total charge: 0
* Kohn-Sham gap: 10.2 eV
* spin multiplicity: 1



Copy entry 1 word for word.
This record from the Open Molecules 2025 dataset describes one molecule with the formula C5H8O2 at a distorted geometry. The level of theory is ωB97M-V/def2-TZVPD.

```
15
Properties=species:S:1:pos:R:3:forces:R:3
O 1.83144 0.91918 -1.12407 -0.500 -0.354 0.053
C 0.96621 0.12271 -0.85845 0.506 0.157 0.044
C 0.57508 -1.25908 -1.40204 0.038 0.004 -0.135
C -0.75350 -1.13497 -0.60057 -0.030 -0.031 0.231
C -0.17066 0.11506 0.12868 0.538 -0.311 1.658
C -0.80255 1.35516 0.69451 0.200 0.354 1.170
O -0.36503 1.25234 2.13235 -1.021 1.310 -0.070
H 0.49567 -1.32827 -2.49172 0.008 0.050 0.182
H 1.24067 -2.05498 -1.05080 -0.073 0.180 -0.008
H -0.98391 -1.97753 0.05727 0.023 0.159 -0.134
H -1.61309 -0.96511 -1.25959 0.173 0.211 0.224
H 0.20014 0.00211 1.28438 0.189 -1.848 -2.841
H -0.40590 2.28541 0.28146 -0.163 -0.115 -0.101
H -1.89420 1.35920 0.72348 0.202 0.019 -0.087
H 0.44235 1.75927 2.27152 -0.093 0.213 -0.186
```
Forces are in eV/Å.

Results
* LUMO energy: 0.81 eV
* E: -345.71409 hartree
* maximum force: 0.066 hartree/bohr
* total charge: 0
* Kohn-Sham gap: 10.2 eV
* spin multiplicity: 1